Record 1
This record from the OMol25 dataset describes a single C21H34N2O3 molecule. The level of theory is wB97M-V/def2-TZVPD.

Output
2S+1: 1
Energy above the lowest of the compared OMol25 structures with the same formula, charge and spin in kJ/mol: 0.4
E_tot in a.u.: -1155.8263
Frontier orbital gap in eV: 9.24
SMILES string: CCCC[C@H]1CC[C@@H](C(=O)NC[C@@H](c2ccco2)N2CCOCC2)CC1

Element x y z (Å)
C1 -6.9001 -2.2726 -0.4648
C2 -5.4271 -1.9632 -0.7049
C3 -5.2342 -0.5746 -1.3132
H1 -5.7184 0.1689 -0.6764
C4 -3.7584 -0.1986 -1.5124
H2 -3.6372 0.2728 -2.4910
C5 -3.2052 0.7677 -0.4587
C6 -1.7759 1.1763 -0.8217
C7 -1.2264 2.1882 0.1782
H3 -0.2178 2.4909 -0.1177
C8 -1.2180 1.6078 1.5999
C9 -0.1781 0.4963 1.6967
O1 -0.4213 -0.6894 1.7564
N1 1.0942 0.9730 1.7401
H4 1.2545 1.9548 1.5774
C10 2.2347 0.1042 1.5899
H5 1.9274 -0.8841 1.9371
H6 3.0544 0.4747 2.2084
C11 2.6671 0.0171 0.1042
C12 2.9995 1.3815 -0.4211
C13 3.5984 2.4705 0.1478
C14 3.6285 3.4758 -0.8498
C15 3.0456 2.9247 -1.9472
O2 2.6604 1.6642 -1.6949
H7 2.8507 3.3127 -2.9270
H8 4.0288 4.4642 -0.7551
H9 3.9737 2.5574 1.1477
N2 3.7558 -0.9048 -0.1775
C16 5.0012 -0.6556 0.5230
H10 5.2614 0.3997 0.4315
C17 6.0891 -1.5111 -0.1307
O3 5.7670 -2.8799 -0.0701
C18 4.5332 -3.1272 -0.7033
C19 3.4069 -2.3090 -0.0679
H11 2.4741 -2.4925 -0.6030
H12 3.2857 -2.6261 0.9812
H13 4.3432 -4.1964 -0.5971
H14 4.6046 -2.8691 -1.7705
H15 7.0399 -1.3964 0.3925
H16 6.2055 -1.2001 -1.1798
H17 4.9366 -0.9252 1.5910
H18 1.8064 -0.3456 -0.4721
C20 -2.6221 1.1279 1.9732
C21 -3.2032 0.1619 0.9433
H19 -2.6066 -0.7499 0.9404
H20 -4.2205 -0.0914 1.2441
H21 -2.5850 0.6353 2.9467
H22 -3.2728 2.0026 2.0601
H23 -0.9154 2.3951 2.3017
H24 -1.8565 3.0815 0.1694
H25 -1.1417 0.2872 -0.8253
H26 -1.7535 1.6089 -1.8250
H27 -3.8311 1.6692 -0.4546
H28 -3.1504 -1.1054 -1.5129
H29 -5.7483 -0.5530 -2.2771
H30 -4.8843 -2.0342 0.2383
H31 -5.0080 -2.7100 -1.3833
H32 -7.0197 -3.2694 -0.0466
H33 -7.3325 -1.5555 0.2300
H34 -7.4586 -2.2224 -1.3974

Want to see where the charge sits? The Mulliken charges in e are: -1.399 -0.180 -0.934 0.344 -1.024 0.418 0.510 -0.872 -0.954 0.358 0.455 0.178 -0.669 -0.063 0.403 -1.501 0.529 0.266 0.720 -0.383 -0.422 -0.567 -0.685 -0.407 0.525 0.485 0.585 0.106 -0.257 0.306 -0.840 -0.389 -0.720 -0.450 0.400 0.304 0.376 0.360 0.378 0.372 0.268 0.387 -1.608 -0.627 0.300 0.375 0.386 0.503 0.423 0.544 0.158 0.479 0.227 0.477 0.473 0.200 0.329 0.389 0.331 0.328


Record 2
This record from the OMol25 dataset describes a molecular structure, C33H40F5NO2P2Tl in a non-equilibrium geometry. The level of theory is wB97M-V/def2-TZVPD.

Output
2S+1: 1
Energy above the lowest of the compared OMol25 structures with the same formula, charge and spin in kJ/mol: 34.6
E_tot in a.u.: -2840.9390
Frontier orbital gap in eV: 4.19
Charge: +1

Element x y z (Å)
Tl1 -1.0437 -0.8464 0.9624
C1 -2.9100 2.2372 -3.0460
C2 -2.8021 1.6776 -1.6289
C3 -4.1431 1.6899 -0.8999
P1 -2.0094 -0.0065 -1.5557
C4 -2.9564 -1.3551 -2.4006
C5 -3.7454 -2.1132 -1.3236
C6 -3.8792 -0.9530 -3.5508
C7 -0.4384 0.1396 -2.3823
C8 -0.2858 -0.2503 -3.7097
C9 0.9484 -0.2199 -4.3334
C10 1.0955 -0.4875 -5.7983
C11 2.0743 0.0696 -3.5413
C12 1.9514 0.4296 -2.2295
C13 0.6765 0.5386 -1.6055
N1 0.5087 0.8605 -0.2897
C14 1.4687 1.6099 0.3267
C15 2.2115 2.5977 -0.3749
C16 3.3022 3.2111 0.1765
C17 3.7445 2.8748 1.4660
C18 4.9551 3.5246 2.0641
C19 2.9621 2.0054 2.2055
C20 1.7848 1.4410 1.7085
P2 0.6747 0.5618 2.8071
C21 1.5613 -0.2461 4.2216
C22 2.1016 0.6356 5.3458
C23 2.6267 -1.1760 3.6331
C24 -0.3729 1.9472 3.4686
C25 -0.9806 2.7596 2.3254
C26 -1.4597 1.3807 4.3788
H1 -3.0901 3.3121 -2.9851
H2 -3.7406 1.7935 -3.5929
H3 -1.9923 2.0800 -3.6121
H4 -2.0866 2.2847 -1.0637
H5 -4.9001 1.1281 -1.4486
H6 -4.5002 2.7162 -0.8045
H7 -4.0561 1.2696 0.1002
H8 -2.1633 -2.0133 -2.7668
H9 -4.4778 -1.4643 -0.8371
H10 -3.0754 -2.5232 -0.5669
H11 -4.2873 -2.9425 -1.7791
H12 -4.7388 -0.3865 -3.1913
H13 -4.2550 -1.8649 -4.0166
H14 -3.3718 -0.3696 -4.3181
H15 -1.1527 -0.5548 -4.2828
H16 0.1324 -0.4800 -6.3041
H17 1.5600 -1.4627 -5.9625
H18 1.7420 0.2607 -6.2576
H19 3.0608 -0.0125 -3.9813
H20 2.8416 0.5703 -1.6349
H21 1.8766 2.8762 -1.3647
H22 3.8420 3.9581 -0.3929
H23 5.7490 3.6173 1.3235
H24 5.3302 2.9545 2.9120
H25 4.7104 4.5310 2.4108
H26 3.2451 1.8089 3.2303
H27 0.7644 -0.8727 4.6371
H28 3.0107 1.1587 5.0542
H29 2.3538 -0.0062 6.1908
H30 1.3718 1.3692 5.6885
H31 3.4467 -0.6086 3.1913
H32 2.2032 -1.8201 2.8598
H33 3.0408 -1.8115 4.4158
H34 0.2962 2.5880 4.0514
H35 -1.5441 2.1154 1.6435
H36 -0.2154 3.2827 1.7539
H37 -1.6656 3.5000 2.7402
H38 -2.1453 0.7539 3.8090
H39 -2.0336 2.1970 4.8193
H40 -1.0452 0.7890 5.1964
O1 -4.5184 -0.9470 2.3789
C27 -3.7587 -0.1721 2.0902
F1 1.8764 -7.2986 -0.1801
C28 1.3965 -6.0608 -0.3212
C29 1.0902 -5.2902 0.7863
F2 1.2717 -5.7698 2.0185
C30 0.6009 -4.0130 0.6113
F3 0.3091 -3.2597 1.7131
C31 0.3512 -3.4263 -0.6440
O2 -0.1386 -2.2360 -0.7826
C32 0.6799 -4.2511 -1.7382
F4 0.4871 -3.7593 -2.9755
C33 1.1949 -5.5222 -1.5844
F5 1.4959 -6.2540 -2.6569

Want to see where the charge sits? The Mulliken charges in e are: 1.351 -1.469 0.844 -1.179 0.805 0.709 -1.384 -1.734 -0.090 -0.595 0.562 -1.778 -1.045 -0.394 0.000 0.381 -0.983 -0.277 -0.906 0.316 -1.783 -0.014 0.607 -0.042 0.560 -1.512 -1.313 0.475 -1.322 -1.365 0.468 0.305 0.300 0.329 0.244 0.455 0.060 0.446 0.248 0.222 0.506 0.304 0.479 0.327 0.181 0.382 0.343 0.421 0.458 0.542 0.666 0.445 0.413 0.381 0.340 0.112 0.499 0.292 0.497 0.338 0.272 0.258 0.459 0.609 0.024 0.280 0.608 0.057 0.516 0.357 -0.241 0.237 -0.310 0.679 -0.097 -0.307 0.194 -0.329 -0.186 0.101 0.060 -0.307 -0.067 -0.297


Record 3
This record from the OMol25 dataset describes a molecular structure, C27H48HfOP2 in a non-equilibrium geometry. The level of theory is wB97M-V/def2-TZVPD.

Output
2S+1: 1
Energy above the lowest of the compared OMol25 structures with the same formula, charge and spin in kJ/mol: 180.1
E_tot in a.u.: -1862.7546
Frontier orbital gap in eV: 5.08
Charge: +2

Element x y z (Å)
P1 -3.8154 -2.1812 -0.2552
P2 -0.6700 -3.9596 -0.0541
C1 -3.4876 -3.9630 -0.6461
C2 -2.3586 -4.6861 0.0892
H1 -3.3816 -4.0492 -1.7416
H2 -4.4373 -4.4490 -0.3740
H3 -2.5691 -4.7931 1.1658
H4 -2.2475 -5.6929 -0.3395
C3 -0.2335 -4.8225 -1.6372
H5 0.7677 -4.5378 -1.9963
H6 -0.9693 -4.6094 -2.4310
H7 -0.2617 -5.9002 -1.4050
C4 0.1760 -5.0545 1.1290
H8 0.2271 -6.0594 0.6681
H9 -0.4012 -5.0950 2.0711
H10 1.1929 -4.6789 1.3284
C5 -5.1231 -2.0001 -1.5199
H11 -5.5006 -0.9673 -1.5354
H12 -5.9196 -2.7010 -1.2192
H13 -4.7258 -2.2738 -2.5123
C6 -4.7935 -2.5118 1.2480
H14 -4.1951 -3.0408 2.0066
H15 -5.6126 -3.1593 0.8965
H16 -5.1989 -1.5809 1.6705
Hf1 -0.5473 1.2644 1.3156
C7 1.0579 -1.7959 0.2502
C8 1.0871 -1.7721 -1.0991
C9 -0.0884 -1.5948 -2.0433
C10 -0.8708 -0.2640 -2.2727
C11 -1.5904 0.5038 -1.2442
C12 -2.0530 0.0903 0.0642
C13 -1.4675 -1.2163 0.6150
C14 -0.0760 -1.1724 1.2539
C15 -0.9568 1.8723 3.2759
H17 1.9959 -1.9219 0.7994
H18 2.0782 -1.8997 -1.6090
H19 -0.8493 -2.3996 -1.8556
H20 0.2970 -1.9038 -3.0486
H21 -0.2009 0.4400 -2.7999
H22 -1.6796 -0.5426 -3.0099
H23 -2.1983 1.3190 -1.6887
H24 -3.1627 0.1868 0.2393
H25 -1.4101 -1.8856 -0.2761
H26 -2.1873 -1.7232 1.3202
H27 0.1642 -0.1983 2.1003
H28 -0.1242 -1.8041 2.1997
H29 -0.0266 2.0438 3.8327
H30 -1.6538 1.2813 3.8537
H31 -1.4121 2.8366 2.9679
C16 4.8195 0.7740 -1.1987
C17 3.7866 0.9969 -0.0793
C18 4.3572 0.5644 1.2698
C19 3.4210 2.4727 0.0236
C20 4.4690 3.4061 0.0272
C21 4.1976 4.7740 0.0680
C22 2.8821 5.2386 0.0427
C23 1.8253 4.3357 0.0336
C24 0.4166 4.9206 -0.0159
C25 0.1009 5.5157 1.3496
C26 0.3373 6.0340 -1.0712
C27 2.0996 2.9557 0.2137
O1 1.1486 2.1536 0.7047
H32 5.7757 1.2587 -0.9566
H33 4.4700 1.1750 -2.1585
H34 5.0068 -0.2972 -1.3438
H35 2.9074 0.3843 -0.3243
H36 5.2927 1.1063 1.4550
H37 3.6640 0.8056 2.0811
H38 4.5648 -0.5139 1.2997
H39 5.4967 3.0187 -0.0480
H40 5.0135 5.5031 0.0710
H41 2.6335 6.3081 -0.0053
H42 -0.3188 4.1477 -0.2745
H43 0.8457 6.2875 1.5936
H44 -0.8881 5.9753 1.3772
H45 0.1483 4.7484 2.1406
H46 0.6438 5.6835 -2.0707
H47 -0.6865 6.4100 -1.1491
H48 0.9822 6.8800 -0.8028

Want to see where the charge sits? The Mulliken charges in e are: 0.920 1.269 -1.307 -1.333 0.447 0.724 0.384 0.590 -1.598 0.326 0.354 0.596 -1.333 0.430 0.415 0.355 -1.355 0.385 0.439 0.402 -1.443 0.370 0.507 0.335 0.864 -0.456 -0.315 0.114 -1.017 -0.341 -0.875 0.875 -0.230 -1.397 0.597 0.407 -0.666 0.524 0.467 0.464 0.475 0.834 -1.558 0.410 0.149 0.686 0.425 0.490 0.418 -1.684 1.666 -1.373 0.424 -0.661 -1.499 -0.552 0.760 0.539 -1.192 -1.592 0.611 -0.231 0.371 0.385 0.463 -0.761 0.366 0.268 0.446 0.280 0.371 0.306 -0.081 0.319 0.434 0.249 0.367 0.461 0.318